14
Properties=species:S:1:pos:R:3 method="wB97M-V/def2-TZVPD" gap_ha=0.407 smiles=C1COCOC1 total_energy_ha=-307.66303
C -0.80225 0.84372 -0.39406
C 0.56841 1.16366 0.19896
O 0.99969 0.23029 1.17278
C 0.76604 -1.11907 0.88047
O -0.52739 -1.37950 0.41932
C -0.81532 -0.63546 -0.75442
H -1.61473 1.03492 0.31585
H -0.94977 1.49943 -1.26099
H 1.29217 1.22470 -0.63033
H 0.55462 2.12690 0.71521
H 0.88202 -1.64026 1.83311
H 1.49855 -1.51486 0.14987
H -1.78822 -0.98273 -1.11080
H -0.06381 -0.85174 -1.53497

***

14
Properties=species:S:1:pos:R:3 method="wB97M-V/def2-TZVPD" gap_ha=0.398 smiles="CC=O.CC=O" total_energy_ha=-307.63854
O -1.48434 0.83495 1.06657
C -1.68891 -0.34281 0.83975
C -2.01160 -0.86511 -0.51495
H -1.46638 -1.10086 1.60033
H -1.39645 -1.68132 -0.93129
H -3.02143 -1.18776 -0.66802
H -1.90967 0.07557 -1.14092
O 2.03098 -0.73632 0.42596
C 1.77647 0.39951 0.01862
C 1.51300 0.75496 -1.38943
H 1.54099 1.21314 0.75624
H 0.55310 0.26773 -1.59737
H 1.45891 1.76725 -1.65740
H 2.33405 0.17794 -2.02567

***

14
Properties=species:S:1:pos:R:3 method="wB97M-V/def2-TZVPD" gap_ha=0.410 smiles=COC[C@H]1CO1 total_energy_ha=-307.60257
C 0.62530 2.30007 -0.00438
O -0.38985 1.34614 0.04216
C 0.23622 0.09900 0.03542
C -0.82883 -0.95237 -0.20009
C -0.56537 -2.36840 0.03525
O -1.37245 -1.62980 0.93401
H 0.14848 3.26824 -0.21262
H 1.16650 2.35718 0.95325
H 1.38396 1.88178 -0.76340
H 0.75182 -0.09973 0.99187
H 1.09273 0.24225 -0.73795
H -1.59199 -0.67128 -0.92687
H 0.40997 -2.65419 0.42857
H -1.06649 -3.11888 -0.57522

***

14
Properties=species:S:1:pos:R:3 method="wB97M-V/def2-TZVPD" gap_ha=0.376 smiles="C[C@H](O)CC=O" total_energy_ha=-307.62197
O -2.71143 1.23304 0.99960
C -1.52231 1.15072 1.03429
C -0.63370 -0.01266 0.65264
C 0.38180 0.08174 -0.49777
C 0.79754 -1.34864 -0.79458
O 1.32981 1.06143 0.00198
H -0.93409 2.07659 1.26345
H -0.03220 -0.27592 1.63488
H -1.42227 -0.72769 0.62905
H -0.08676 0.35470 -1.43864
H 1.06664 -1.44034 -1.89539
H 1.82138 -1.20828 -0.39235
H 0.01182 -2.08721 -0.44909
H 1.93378 1.14250 -0.74807

***

14
Properties=species:S:1:pos:R:3 method="wB97M-V/def2-TZVPD" gap_ha=0.320 total_energy_ha=-307.55144
C -0.92980 1.57303 0.38831
C -0.14106 0.60673 -0.37924
O 1.83684 -0.01750 -0.11310
C 1.17312 -1.17194 -0.52698
C -0.26946 -0.84622 -0.24756
O -0.56157 -1.15327 1.11810
H -1.36777 1.08004 1.25799
H -0.47621 2.50158 0.74735
H -1.79636 1.90666 -0.20663
H 0.30988 1.13685 -1.20825
H 1.49376 -2.06549 0.04331
H 1.44955 -1.33621 -1.58030
H -1.01761 -1.37520 -0.83003
H 0.29668 -0.83907 1.53701

***

14
Properties=species:S:1:pos:R:3 method="wB97M-V/def2-TZVPD" gap_ha=0.356 total_energy_ha=-307.57924
C 0.06103 0.82233 -1.44479
C -0.78744 0.38778 -0.25684
O -1.92703 -0.28294 -0.73085
C -0.00525 -0.45547 0.70824
O -0.58253 -1.48156 1.23467
C 1.32018 -0.37074 1.19038
H 0.91274 1.42694 -1.12101
H -0.55644 1.41634 -2.12330
H 0.42607 -0.05341 -1.98905
H -1.07790 1.28589 0.31871
H -2.19310 -0.91631 -0.04789
H 0.62205 -1.65730 1.54179
H 1.35982 -0.16643 2.26316
H 2.10987 0.12044 0.62402

***

14
Properties=species:S:1:pos:R:3 method="wB97M-V/def2-TZVPD" gap_ha=0.192 total_energy_ha=-307.40119
O -0.40462 0.70076 -2.45607
C -1.67840 -0.41191 1.73838
C -0.95275 -0.34176 0.60395
C 0.19740 0.39797 0.21670
C 1.26440 -0.18472 1.03644
O 2.13774 -0.88128 0.60853
H -2.59707 -0.96617 1.64919
H -1.26790 0.01471 2.64225
H -1.35935 -0.75799 -0.32134
H 2.15006 -0.18105 -2.24120
H 0.18646 0.67514 -0.88333
H 1.23089 0.16672 2.09189
H 2.30095 0.53649 -2.14709
H -1.20779 1.23308 -2.53827

***

14
Properties=species:S:1:pos:R:3 method="wB97M-V/def2-TZVPD" gap_ha=0.358 total_energy_ha=-307.57962
C 0.52334 -0.62066 1.70456
O 0.33417 0.75439 1.50886
C -0.33586 1.12560 0.38498
C -0.52444 0.65872 -0.99700
O -1.29038 1.34855 -1.66140
C 0.19085 -0.52454 -1.57583
H 1.38542 -0.95708 1.12415
H 0.70162 -0.76635 2.77059
H -0.37695 -1.17712 1.39286
H -1.32806 0.24392 0.20837
H -0.44000 2.22370 0.43559
H -0.45538 -0.99965 -2.31102
H 0.59543 -1.27028 -0.88683
H 1.02025 -0.03920 -2.09788

***

14
Properties=species:S:1:pos:R:3 method="wB97M-V/def2-TZVPD" gap_ha=0.368 smiles="C=CO.CC=O" total_energy_ha=-307.62674
O -0.02976 -3.21516 1.92938
C -0.83999 -2.32907 1.97648
C -0.69888 -0.95718 1.33418
H -1.87320 -2.54351 2.31244
H -1.72503 -0.62013 1.21500
H -0.03932 -0.27508 1.86953
H -0.22444 -1.08287 0.36028
C 1.11561 1.45584 -0.63039
C 0.58777 1.85685 -1.78610
O 0.37674 0.96005 -2.78328
H 1.07669 2.00150 0.29487
H 1.56065 0.47370 -0.53205
H 0.26687 2.88080 -1.93106
H 0.44631 1.39426 -3.62931

***

14
Properties=species:S:1:pos:R:3 method="wB97M-V/def2-TZVPD" gap_ha=0.357 smiles="C=CO.CC=O" total_energy_ha=-307.64089
C 1.71021 -0.21137 -0.82948
C 0.59111 0.06582 -1.79341
O -0.30286 -0.70544 -2.05174
C -1.60742 -0.86020 0.97684
C -1.24982 0.26979 1.57304
O -0.75065 1.33713 0.87179
H 2.66924 -0.17717 -1.36157
H 1.57649 -1.18800 -0.35970
H 1.72490 0.57231 -0.06426
H -0.45657 2.01129 1.49299
H 0.63297 1.05757 -2.29159
H -2.00276 -1.67914 1.56668
H -1.50588 -0.98726 -0.09635
H -1.34276 0.41571 2.64948

***

14
Properties=species:S:1:pos:R:3 method="wB97M-V/def2-TZVPD" gap_ha=0.397 smiles=C[C@H]1OC[C@H]1O total_energy_ha=-307.62446
C 1.40660 0.73828 0.10224
C 0.55250 -0.55121 -0.05831
O -0.01508 -0.92005 1.20694
C -1.33805 -0.52550 0.80194
C -0.91160 -0.51556 -0.65486
O -1.16786 0.62782 -1.41708
H 0.82712 1.61334 0.41860
H 2.14716 0.55552 0.89647
H 1.99001 1.01869 -0.78777
H 1.19990 -1.32611 -0.49034
H -1.59863 0.48422 1.15256
H -2.09910 -1.24453 1.11431
H -1.17477 -1.42113 -1.21800
H -0.23533 0.84481 -1.41921

***

14
Properties=species:S:1:pos:R:3 method="wB97M-V/def2-TZVPD" gap_ha=0.361 smiles="C=CO.C=CO" total_energy_ha=-307.60946
C 2.24217 -1.02983 0.42651
C 1.97724 -0.16273 -0.54143
O 2.25859 1.18160 -0.41378
H 1.73075 -1.97965 0.38997
H 2.75239 -0.65382 1.30317
H 1.45257 -0.36905 -1.47086
H 2.79247 1.51542 -1.14765
C -2.72507 0.15946 0.89420
C -2.29524 0.44959 -0.32809
O -0.98853 0.41719 -0.68001
H -3.78149 0.06691 1.09794
H -2.09037 -0.37196 1.59544
H -2.91958 0.47074 -1.20748
H -0.40591 0.30613 0.08208